Molecular formula: C4H6O2
Method: DFT, wB97M-V/def2-TZVPD

XYZ file:
```
12
C4H6O2 (wB97M-V/def2-TZVPD)
C 1.570 -0.305 0.102
C 0.075 -0.163 0.088
C -0.841 1.041 0.259
O -1.991 0.168 0.148
C -0.807 -0.825 -0.796
O -1.129 -1.624 -1.583
H 1.966 -0.053 1.091
H 1.858 -1.337 -0.118
H 2.057 0.346 -0.634
H -1.128 -0.568 0.778
H -0.835 1.768 -0.559
H -0.795 1.552 1.225
```

The value obtained for the calculated total energy is -306.3527 a.u. The value obtained for the gap between HOMO and LUMO is 9.97 eV. For the energy relative to the best compared isomer or geometry (same formula, charge and spin), the calculation gives 403.4 kJ/mol.